Density functional theory data (ωB97M-V/def2-TZVPD) for a cluster of 8 separate species, C28H54Cl2FN3O15P3 in total.

Each line ends with the Löwdin charge.
CARTESIAN COORDINATES (ANGSTROEM)
1 C 2.2153 -0.0561 5.5748  -0.0773
2 O 1.3957 -1.1420 5.0601  -0.1888
3 C 0.1741 -0.6097 4.5114  -0.1443
4 C 0.3909 0.1264 3.0598  -0.1150
5 N -0.7110 -0.0999 2.0763  -0.0656
6 O -0.9782 -1.1288 1.2359  0.0061
7 C -0.5501 -2.3807 1.7605  -0.1164
8 N -0.4672 -3.4945 2.2423  0.2434
9 C -1.6312 0.8817 1.9767  -0.2203
10 P -3.0583 0.5551 0.7616  0.7414
11 O -3.9490 -0.7445 1.4934  -0.3189
12 Cl -4.4106 2.1602 0.6549  0.3125
13 C -1.2764 2.1186 2.9382  -0.5851
14 Cl -2.0877 2.1052 4.6214  0.7152
15 P -1.7212 3.8903 2.3541  0.6173
16 O -1.5764 4.0248 0.8331  -0.3075
17 O -0.7354 5.0321 3.1925  -0.1579
18 O -3.3419 4.3133 2.7732  -0.2261
19 C 0.2787 1.7546 3.1848  -0.3775
20 F 0.6078 2.3626 4.4499  -0.0747
21 P 1.5959 2.3419 1.9571  0.7407
22 N 1.5190 1.4192 0.6335  -0.1663
23 O 3.1511 2.1771 2.6846  -0.1805
24 O 1.4056 3.9509 1.4351  -0.1927
25 H 1.5865 0.7397 6.1331  0.1078
26 H 3.0358 -0.3850 6.2985  0.1166
27 H 2.7034 0.4630 4.6739  0.0826
28 H -0.5568 -1.5027 4.3876  0.1432
29 H -0.2912 0.0812 5.2964  0.1096
30 H 1.4702 -0.1186 2.7602  0.1587
31 H -3.4657 -1.0939 2.2800  0.0625
32 H -1.2839 5.5686 3.8115  0.0901
33 H -3.4005 4.4702 3.7562  0.0719
34 H 1.3449 2.0319 -0.1805  0.0081
35 H 3.4199 1.2481 2.4391  0.0662
36 H 1.8766 4.0323 0.5620  0.0473
37 C 6.8023 3.3166 2.3171  -0.0174
38 C 6.7553 2.1554 1.3598  -0.4811
39 O 5.7409 1.4927 1.2177  0.0417
40 C 8.0066 1.8437 0.5851  -0.0113
41 H 5.8302 3.4235 2.8050  0.0720
42 H 7.5603 3.1367 3.0825  0.0896
43 H 7.0242 4.2375 1.7736  0.0872
44 H 8.8180 1.5978 1.2736  0.0959
45 H 8.2821 2.6994 -0.0356  0.0893
46 H 7.8254 0.9835 -0.0641  0.0555
47 C -7.0914 -1.0643 -0.4684  -0.0192
48 C -6.1800 -1.0230 -1.6662  -0.4804
49 O -5.0533 -0.5543 -1.5901  0.0055
50 C -6.7095 -1.5803 -2.9593  -0.0201
51 H -6.5781 -0.6292 0.3929  0.0613
52 H -7.9940 -0.4830 -0.6682  0.0917
53 H -7.3513 -2.0990 -0.2348  0.0904
54 H -7.5945 -1.0212 -3.2695  0.0946
55 H -6.9526 -2.6385 -2.8363  0.0958
56 H -5.9476 -1.4841 -3.7327  0.0403
57 C -5.5169 2.2691 -5.6634  -0.0207
58 C -5.5295 0.8122 -6.0431  -0.4829
59 O -6.1304 -0.0112 -5.3747  0.0428
60 C -4.7715 0.4110 -7.2800  -0.0170
61 H -6.1034 2.4110 -4.7525  0.0820
62 H -4.4918 2.5949 -5.4740  0.0858
63 H -5.9622 2.8654 -6.4628  0.0875
64 H -3.7131 0.6542 -7.1625  0.0880
65 H -5.1836 0.9246 -8.1514  0.0881
66 H -4.8684 -0.6670 -7.4302  0.0802
67 C -2.2699 -4.4917 -5.0242  -0.0263
68 C -3.1663 -3.3027 -5.2492  -0.4958
69 O -3.8350 -3.1974 -6.2612  0.0658
70 C -3.2038 -2.2488 -4.1741  -0.0233
71 H -2.3440 -5.1678 -5.8790  0.0853
72 H -1.2329 -4.1624 -4.9272  0.0841
73 H -2.5824 -5.0283 -4.1256  0.0846
74 H -2.2082 -1.8193 -4.0402  0.0879
75 H -3.5583 -2.6853 -3.2378  0.0836
76 H -3.8907 -1.4529 -4.4709  0.0615
77 C 5.4711 -1.6824 0.5383  -0.0334
78 C 6.3934 -1.6285 -0.6502  -0.4880
79 O 7.5125 -1.1551 -0.5619  0.0503
80 C 5.8793 -2.1824 -1.9523  -0.0219
81 H 5.9735 -1.2489 1.4059  0.0757
82 H 4.5666 -1.1053 0.3331  0.0777
83 H 5.2164 -2.7207 0.7640  0.0851
84 H 4.9929 -1.6277 -2.2679  0.0859
85 H 5.6420 -3.2423 -1.8375  0.0866
86 H 6.6497 -2.0773 -2.7197  0.0854
87 C 3.7342 7.0341 -1.0649  -0.0118
88 C 3.7308 5.5815 -1.4564  -0.4717
89 O 3.1296 4.7489 -0.7974  0.0415
90 C 4.4969 5.1943 -2.6918  -0.0131
91 H 3.1422 7.1658 -0.1561  0.0865
92 H 4.7566 7.3632 -0.8673  0.0916
93 H 3.2904 7.6347 -1.8617  0.0927
94 H 5.5532 5.4416 -2.5665  0.0913
95 H 4.0870 5.7132 -3.5609  0.0924
96 H 4.4060 4.1174 -2.8517  0.0867
97 C -2.4695 -8.6295 3.8670  -0.0273
98 C -1.2497 -8.1112 3.1526  -0.5051
99 O -0.5679 -8.8392 2.4555  0.0674
100 C -0.9054 -6.6560 3.3338  -0.0523
101 H -2.5947 -9.6917 3.6452  0.0856
102 H -2.3477 -8.5093 4.9458  0.0855
103 H -3.3573 -8.0934 3.5241  0.0839
104 H -0.7138 -6.4480 4.3888  0.0845
105 H -1.7235 -6.0322 2.9668  0.0671
106 H -0.0042 -6.4235 2.7619  0.0724

Properties
- net charge = +1
- gap between HOMO and LUMO (eV) = 5.22

***

Density functional theory data (ωB97M-V/def2-TZVPD) for a structure of composition C28H54MoP2Si.

Each line ends with the Mulliken spin population.
CARTESIAN COORDINATES (ANGSTROEM)
1 Mo -0.1712 0.0997 0.0204  2.1384
2 C -0.8200 -1.8792 0.8061  0.2115
3 C 0.5471 -1.9886 0.3779  -0.2013
4 C 0.4583 -0.4181 2.1051  -0.0953
5 C -0.8761 -0.9101 1.8781  0.0226
6 C 1.3358 -1.0917 1.1800  0.1068
7 C -1.9597 -2.7204 0.3241  -0.0304
8 H -1.7137 -3.1771 -0.6408  0.0044
9 H -2.8717 -2.1225 0.2079  -0.0122
10 H -2.1956 -3.5351 1.0259  0.0028
11 C -2.0924 -0.5962 2.6826  0.0290
12 H -3.0059 -0.8483 2.1307  -0.0116
13 H -2.1277 0.4694 2.9341  -0.0175
14 H -2.1032 -1.1596 3.6278  0.0016
15 C 0.9117 0.5177 3.1802  0.0073
16 H 0.9814 0.0134 4.1544  0.0049
17 H 0.2233 1.3622 3.2921  0.0008
18 H 1.9065 0.9195 2.9475  -0.0098
19 C 2.8327 -1.0446 1.1976  -0.0016
20 H 3.2270 -1.6921 1.9958  -0.0025
21 H 3.2141 -0.0332 1.3860  -0.0027
22 H 3.2473 -1.4053 0.2495  0.0016
23 C 1.1043 -2.9805 -0.5925  0.0279
24 H 1.4833 -3.8657 -0.0613  0.0002
25 H 1.9420 -2.5544 -1.1567  -0.0091
26 H 0.3456 -3.3158 -1.3041  0.0000
27 C -2.1587 0.9648 -7.0367  0.0005
28 C -2.0548 -0.3671 -7.1020  0.0000
29 C -1.0945 -1.1681 -7.9299  0.0000
30 C 0.2238 -0.4586 -8.3284  0.0000
31 C 1.0280 0.0847 -7.1837  0.0006
32 C 0.9105 1.2811 -6.5912  -0.0002
33 C -0.0236 2.3933 -6.9552  0.0011
34 C -1.3017 1.9850 -7.7291  -0.0003
35 H -1.5857 -1.4987 -8.8626  0.0000
36 H 0.0004 0.3044 -9.0829  0.0000
37 H -0.8489 -2.0951 -7.3883  0.0000
38 H -1.0193 1.6786 -8.7427  0.0000
39 H -3.0032 1.3923 -6.4793  -0.0001
40 H -2.8135 -0.9736 -6.5921  -0.0002
41 H -1.9048 2.9000 -7.8546  -0.0001
42 H -0.3172 2.9256 -6.0361  -0.0003
43 H 1.6344 1.5435 -5.8103  -0.0015
44 H 0.5090 3.1406 -7.5696  0.0000
45 H 0.8453 -1.2109 -8.8422  0.0000
46 H 1.8439 -0.5742 -6.8574  0.0000
47 P -1.2120 0.0290 -2.2682  -0.0702
48 P 1.6182 1.4201 -1.1438  -0.0746
49 C -0.2819 1.2871 -3.3106  0.0189
50 C 0.6465 2.2267 -2.5299  0.0378
51 H -1.0401 1.8692 -3.8544  -0.0006
52 H 0.2751 0.7250 -4.0761  0.0025
53 H 1.3931 2.6791 -3.1956  -0.0044
54 H 0.0880 3.0588 -2.0816  0.0085
55 C 2.4519 2.7200 -0.1829  0.0258
56 H 3.0957 2.2634 0.5817  -0.0046
57 H 1.7363 3.3595 0.3475  -0.0028
58 H 3.0711 3.3493 -0.8395  0.0015
59 C 2.9473 0.5560 -2.0154  0.0029
60 H 3.4011 1.2112 -2.7753  -0.0013
61 H 2.5553 -0.3437 -2.5041  -0.0054
62 H 3.7150 0.2436 -1.2969  0.0016
63 C -2.9322 0.6091 -2.1346  0.0033
64 H -3.4777 -0.0264 -1.4255  -0.0019
65 H -3.4542 0.5760 -3.1050  -0.0024
66 H -2.9688 1.6296 -1.7351  0.0053
67 C -1.2368 -1.5241 -3.1968  0.0023
68 H -0.2414 -1.9856 -3.1728  -0.0032
69 H -1.5376 -1.3831 -4.2510  0.0009
70 H -1.9356 -2.2199 -2.7132  0.0005
71 C -2.1351 3.0544 3.3714  0.0060
72 Si -2.4288 2.9096 1.5141  0.0137
73 C -4.0859 2.0823 1.2170  0.0049
74 C -2.5277 4.6759 0.8283  -0.0068
75 C -0.9633 2.0210 0.6863  -0.0647
76 H -2.9295 3.6783 3.8081  0.0001
77 H -1.1757 3.5524 3.5717  -0.0003
78 H -2.1451 2.0922 3.8990  -0.0003
79 H -4.8695 2.6705 1.7202  0.0006
80 H -4.3378 2.0327 0.1491  0.0002
81 H -4.1064 1.0675 1.6341  -0.0012
82 H -1.5901 5.2234 0.9974  0.0001
83 H -2.7342 4.6864 -0.2505  0.0004
84 H -3.3290 5.2488 1.3154  -0.0017
85 H -0.0436 2.4497 1.1382  0.0011
86 H -0.9641 2.3677 -0.3749  -0.0581

Properties
- 2S+1 = 3
- net charge = +2
- gap between HOMO and LUMO (spin up / spin down) (eV) = 5.23 / 5.68

***

no.,F_max (eV/A)
1,6.8
2,3.8